Model P:
The following is a quantum chemistry calculation of a structure of composition C2H9N4, from the OMol25 dataset.

total charge	+1
E_HOMO	-13.5	eV
gap between HOMO and LUMO	9.145	eV

Atoms and positions in Å:
C -1.016 -0.530 0.246
C 0.289 0.066 0.928
N -0.819 -0.509 -1.165
N 0.502 1.207 0.040
N 1.371 -0.837 0.939
N 0.526 0.834 -1.214
H -1.348 -1.442 0.797
H -1.780 0.201 0.512
H 0.157 0.411 1.975
H -1.474 0.057 -1.797
H -0.030 2.152 0.363
H 2.011 -0.736 0.147
H 1.904 -0.923 1.796
H -0.646 -1.410 -1.565
H 0.351 1.457 -2.004


Model Q:
The following is a quantum chemistry calculation of a cluster of 3 separate species, C2H9N4 in total, from the OMol25 dataset.

total charge	+1
E_HOMO	-14.3	eV
gap between HOMO and LUMO	11.634	eV

Atoms and positions in Å:
C -3.620 -0.091 -0.111
C 0.062 -1.395 0.134
N -4.598 -0.677 -0.122
N 1.347 -1.230 0.245
N -0.811 -0.516 0.119
N 2.064 1.541 -0.263
H -0.383 -2.387 0.151
H -5.473 -1.157 0.156
H 1.610 -0.237 0.294
H 1.992 -1.908 -0.153
H -1.831 -0.649 0.032
H -0.578 0.600 0.045
H 2.032 1.938 -1.146
H 2.901 1.638 0.252
H 1.307 1.825 0.382


Model R:
The following is a quantum chemistry calculation of a cluster of 2 separate species, C2H9N4 in total, from the OMol25 dataset.

total charge	+1
E_HOMO (alpha / beta)	-14.4 / -11.6	eV
gap between HOMO and LUMO (alpha / beta)	11.005 / 4.928	eV

Atoms and positions in Å:
C 2.780 -0.803 0.620
C -1.249 -0.194 0.087
N -0.137 0.444 -0.181
N -2.410 0.418 0.370
N -0.179 1.815 -0.397
N -1.354 -1.493 -0.178
H 3.330 -1.683 0.064
H 3.296 -0.391 1.488
H -3.135 -0.245 0.589
H -2.560 1.342 0.737
H 0.514 2.206 -0.943
H -1.063 2.295 -0.072
H -0.565 -1.828 -0.687
H 1.905 -0.372 0.282
H -2.177 -2.004 0.183


Which of them is most stable, and which least? Most stable: model Q; least stable: model R.


Model P:
The following is a quantum chemistry calculation of an isolated molecule of C2H2ClNO, from the OMol25 dataset.

E_HOMO	-9.1	eV
SMILES string	Clc1co[nH]1
gap between HOMO and LUMO	9.885	eV

Atoms and positions in Å:
C 0.288 0.852 -0.312
C -0.721 0.076 0.120
N 0.523 -1.189 -0.084
O 1.308 -0.032 -0.268
Cl -2.405 0.015 0.153
H 0.315 1.868 -0.427
H 0.691 -1.591 0.818


Model Q:
The following is a quantum chemistry calculation of a cluster of 2 separate species, C2H2ClNO in total, from the OMol25 dataset.

E_HOMO	-11.1	eV
gap between HOMO and LUMO	10.205	eV

Atoms and positions in Å:
C 1.854 1.291 -0.031
C 1.144 0.092 0.251
N 2.438 2.277 -0.070
O -0.165 0.062 -1.158
Cl 2.008 -1.361 -0.173
H 0.418 0.028 1.181
H 0.188 0.618 -1.793


Which of them is most stable, and which least? Most stable: model Q; least stable: model P.


Model P:
The following is a quantum chemistry calculation of an isolated molecule of C2H4O2, from the OMol25 dataset.

E_HOMO	-10.6	eV
SMILES string	CC(=O)O
gap between HOMO and LUMO	11.231	eV

Atoms and positions in Å:
C 0.473 -0.726 0.452
C -0.435 0.224 -0.299
H 0.047 -0.788 1.622
H 1.600 -0.175 0.540
H 0.441 -1.822 -0.201
H -0.572 1.910 -1.064
O -0.092 1.562 -0.199
O -1.462 -0.184 -0.851


Model Q:
The following is a quantum chemistry calculation of an isolated molecule of C2H4O2, from the OMol25 dataset.

E_HOMO	-10.0	eV
SMILES string	CC1OO1
gap between HOMO and LUMO	11.046	eV

Atoms and positions in Å:
C -0.898 0.680 0.448
C 0.086 -0.163 -0.307
O -1.502 1.847 -0.250
O -2.223 0.684 0.117
H -0.678 0.903 1.491
H 0.553 0.431 -1.088
H -0.421 -1.004 -0.778
H 0.849 -0.533 0.372


Model R:
The following is a quantum chemistry calculation of a cluster of 2 separate species, C2H4O2 in total, from the OMol25 dataset.

E_HOMO	-10.5	eV
SMILES string	C=O.C=O
gap between HOMO and LUMO	10.801	eV

Atoms and positions in Å:
O 2.964 1.373 0.815
C 1.926 1.894 0.346
H 1.067 1.378 -0.144
H 1.903 3.010 0.358
O -2.985 -2.573 -0.601
C -1.935 -1.925 -0.311
H -2.045 -0.862 0.011
H -0.895 -2.296 -0.473


Which of them is most stable, and which least? Most stable: model P; least stable: model Q.


Model P:
The following is a quantum chemistry calculation of a structure of composition C21H19BN7NiO3, from the OMol25 dataset.

total charge	+1
E_HOMO (alpha / beta)	-10.3 / -9.5	eV
gap between HOMO and LUMO (alpha / beta)	6.573 / 5.821	eV

Atoms and positions in Å:
Ni -0.092 0.452 0.705
N -0.348 0.492 -3.498
C -0.679 0.412 -2.198
N 0.187 0.390 -1.234
C 1.557 0.389 -1.543
N 2.419 0.393 -0.547
N 1.877 0.402 0.632
C 2.430 0.407 1.827
C 1.508 0.408 2.898
C 1.917 0.457 4.245
C 0.979 0.535 5.241
C -0.376 0.523 4.890
C -0.727 0.442 3.559
N 0.171 0.406 2.575
C 1.974 0.411 -2.921
C 3.316 0.401 -3.305
C 3.652 0.500 -4.641
C 2.666 0.591 -5.613
C 1.326 0.576 -5.254
C 0.982 0.494 -3.916
H -1.069 0.519 -4.204
H -1.730 0.380 -1.951
H 3.501 0.412 1.989
H 2.972 0.442 4.459
H 1.279 0.604 6.273
H -1.142 0.581 5.645
H -1.769 0.420 3.264
H 4.069 0.315 -2.537
H 4.690 0.503 -4.935
H 2.934 0.678 -6.654
H 0.556 0.622 -6.008
O -1.395 -1.965 1.900
B -0.950 -1.275 0.795
O -1.470 -1.832 -0.363
C -2.273 -2.863 0.040
C -3.044 -3.727 -0.711
C -3.778 -4.672 -0.009
C -3.736 -4.750 1.377
C -2.954 -3.888 2.133
C -2.227 -2.943 1.436
H -3.068 -3.677 -1.787
H -4.398 -5.365 -0.559
H -4.326 -5.502 1.880
H -2.907 -3.950 3.207
N -1.320 4.569 0.469
C -0.490 3.508 0.482
N 0.822 3.769 0.287
O -0.901 2.358 0.638
H -0.974 5.503 0.342
H -2.304 4.437 0.624
H 1.187 4.701 0.218
H 1.474 3.004 0.356


Model Q:
The following is a quantum chemistry calculation of a structure of composition C21H19BN7NiO3, from the OMol25 dataset.

total charge	+1
E_HOMO (alpha / beta)	-10.5 / -10.5	eV
gap between HOMO and LUMO (alpha / beta)	7.122 / 7.120	eV

Atoms and positions in Å:
Ni -0.167 0.534 0.683
N -0.316 0.239 -3.456
C -0.655 0.303 -2.171
N 0.200 0.466 -1.201
C 1.567 0.594 -1.496
N 2.437 0.770 -0.553
N 1.806 0.842 0.661
C 2.401 0.500 1.739
C 1.510 0.432 2.897
C 1.950 0.366 4.208
C 1.010 0.320 5.226
C -0.336 0.341 4.903
C -0.707 0.381 3.568
N 0.189 0.413 2.585
C 1.986 0.519 -2.888
C 3.325 0.626 -3.272
C 3.667 0.548 -4.604
C 2.681 0.360 -5.575
C 1.354 0.253 -5.216
C 1.014 0.334 -3.869
H -1.041 0.092 -4.141
H -1.701 0.205 -1.925
H 3.441 0.194 1.781
H 3.009 0.364 4.425
H 1.328 0.272 6.259
H -1.100 0.307 5.665
H -1.744 0.365 3.267
H 4.075 0.765 -2.507
H 4.703 0.629 -4.903
H 2.959 0.298 -6.618
H 0.583 0.109 -5.962
O -1.689 -1.738 1.798
B -1.295 -1.035 0.659
O -1.769 -1.695 -0.482
C -2.447 -2.809 -0.029
C -3.091 -3.785 -0.755
C -3.695 -4.805 -0.024
C -3.645 -4.829 1.366
C -2.989 -3.836 2.088
C -2.397 -2.833 1.355
H -3.125 -3.760 -1.835
H -4.214 -5.595 -0.549
H -4.126 -5.638 1.898
H -2.946 -3.847 3.168
N -1.184 4.861 0.645
C -0.452 3.725 0.535
N 0.844 3.874 0.161
O -0.970 2.624 0.739
H -0.804 5.780 0.516
H -2.142 4.761 0.926
H 1.276 4.778 0.105
H 1.436 3.063 0.206


Which of them is most stable, and which least? Most stable: model Q; least stable: model P.


Model P:
The following is a quantum chemistry calculation of the ion C3H5N4S with charge -1, from the OMol25 dataset.

total charge	-1
E_HOMO	-3.3	eV
SMILES string	CCn1nnnc1[S-]
gap between HOMO and LUMO	6.977	eV

Atoms and positions in Å:
C -2.937 0.389 -0.107
C 0.626 -0.776 -0.048
C -0.469 0.232 0.098
N -2.165 -1.594 0.400
N -3.957 -0.358 0.160
N -3.460 -1.489 0.414
N -1.757 -0.360 0.060
S -2.853 1.980 -0.609
H 1.478 -0.381 0.570
H 0.343 -1.747 0.491
H 0.984 -1.038 -0.997
H -0.213 0.645 1.147
H -0.505 1.098 -0.675


Model Q:
The following is a quantum chemistry calculation of a structure of composition C3H5N4S, from the OMol25 dataset.

total charge	-1
E_HOMO	-2.6	eV
gap between HOMO and LUMO	6.472	eV

Atoms and positions in Å:
C -0.462 -0.334 -0.284
C 0.834 -0.933 1.613
C -1.217 0.083 -1.511
N -0.759 -1.551 0.221
N 0.056 -1.836 1.249
N 0.520 0.300 0.206
N 1.870 -0.526 2.329
S 1.359 1.696 0.103
H -1.765 0.966 -1.332
H -0.537 0.416 -2.229
H -1.901 -0.602 -1.835
H 2.195 0.348 1.842
H 1.632 -0.125 3.289


Which of them is most stable, and which least? Most stable: model P; least stable: model Q.


Model P:
The following is a quantum chemistry calculation of an isolated molecule of C3H2Cl2N2O, from the OMol25 dataset.

E_HOMO	-8.3	eV
SMILES string	Nc1nc(Cl)c(Cl)o1
gap between HOMO and LUMO	8.975	eV

Atoms and positions in Å:
C -1.391 0.474 1.012
C -0.187 0.109 -0.717
C 0.548 -0.198 0.369
H -3.261 1.168 1.597
H -2.204 0.796 2.834
N -2.382 0.766 1.839
N -1.448 0.560 -0.292
O -0.217 0.112 1.516
Cl 0.361 0.194 -2.316
Cl 2.003 -1.044 0.471


Model Q:
The following is a quantum chemistry calculation of an isolated molecule of C3H2Cl2N2O, from the OMol25 dataset.

E_HOMO	-9.9	eV
SMILES string	O=C1N=NCC1(Cl)Cl
gap between HOMO and LUMO	8.816	eV

Atoms and positions in Å:
C -1.190 -0.307 -0.602
C 1.082 0.147 -0.037
C -0.286 0.074 0.671
N -0.325 -0.369 -1.733
N 0.833 -0.114 -1.427
O -2.338 -0.539 -0.592
Cl -0.356 -1.251 1.851
Cl -0.818 1.676 1.285
H 1.678 1.190 0.133
H 1.719 -0.507 0.451


Which of them is most stable, and which least? Most stable: model P; least stable: model Q.